# C3H16NO3

A cluster of 4 separate species, C3H16NO3 in total at a distorted geometry (ωB97M-V with the def2-TZVPD basis set, OMol25).

```
23
Properties=species:S:1:pos:R:3:forces:R:3:mulliken_spin:R:1
C 1.061 0.917 0.434 -1.181 0.258 0.694 -0.015
C 1.725 2.142 -0.140 0.784 -0.201 -0.617 0.227
C 2.663 1.971 -1.244 -0.862 -0.646 0.575 0.132
N -0.241 0.563 -0.303 1.773 0.158 1.059 0.024
H 1.726 0.057 0.501 0.037 0.032 -0.506 0.008
H 0.742 1.091 1.456 0.072 0.293 0.208 0.006
H 2.197 2.840 0.657 -0.062 0.060 0.046 0.212
H 1.114 3.104 -0.273 -0.144 -0.083 0.301 0.162
H 2.685 0.928 -1.549 0.454 0.125 -0.321 0.001
H 2.412 2.677 -2.079 0.360 0.212 -0.043 0.118
H 3.692 2.362 -1.007 0.061 0.186 -0.259 0.126
H -0.481 1.323 -0.927 -0.561 -0.263 -0.446 -0.003
H -0.119 -0.336 -0.754 -0.489 -0.282 -0.723 0.000
H -0.996 0.415 0.409 -0.707 0.167 0.006 -0.002
H -1.514 -2.507 0.161 0.225 -0.316 -0.401 0.000
H -2.752 -1.811 -0.285 0.004 0.097 -0.433 0.000
O -1.791 -1.713 -0.318 -0.087 0.014 0.600 0.002
H -2.991 -0.026 1.578 -0.017 0.110 -0.084 0.000
H -2.000 0.774 2.416 -0.310 0.131 0.115 0.000
O -2.362 0.706 1.522 0.659 -0.170 0.043 0.001
H -1.731 -5.060 0.677 -0.015 -0.145 0.041 0.000
H -1.516 -5.623 -0.709 0.025 0.019 -0.197 0.000
O -1.524 -4.792 -0.224 -0.020 0.245 0.340 0.000
```
Positions in Å, forces in eV/Å.

Gap between HOMO and LUMO (spin up / spin down) ... 9.693 / 2.197 eV
Total charge ... +2
Multiplicity ... 2
Expectation value of S² ... 0.753
F_max ... 2.07 eV Å⁻¹
LUMO (spin up / spin down) ... -6.95 / -14.45 eV
ΔE to the lowest compared entry with this formula, charge and spin ... 0.000 eV
HOMO (spin up / spin down) ... -16.65 / -16.64 eV